(1)
DFT (ωB97M-V with the def2-TZVPD basis set) results for a 2-piece molecular cluster, C5H13NO overall at a distorted geometry.

Positions of all 20 atoms, in Å:
1 O -2.16924 -2.48038 3.38848
2 N 1.79819 2.35186 -0.21053
3 C 0.60641 0.63839 -2.32064
4 C 0.70737 1.53950 0.09728
5 C -0.72913 -0.28820 -0.27011
6 C 0.27289 0.69783 -0.82708
7 C -0.16192 -1.69885 -0.53867
8 H 1.71289 0.46150 -2.55173
9 H 0.61305 1.66844 -2.82892
10 H 0.40861 1.33337 1.16305
11 H -1.61150 -0.13854 -0.92050
12 H 0.01517 -1.76185 -1.58632
13 H 1.89329 2.92972 -1.10236
14 H 2.53135 2.31199 0.43862
15 H 0.00660 -0.12996 -2.84862
16 H -1.61683 -1.82472 2.91320
17 H 0.64669 -2.07731 0.14497
18 H -2.21212 -2.25450 4.34611
19 H -0.87203 -0.04948 0.77341
20 H -0.92224 -2.42074 -0.41968

Output
- E: -8924.1732 eV
- HOMO-LUMO gap (alpha / beta): 10.55 / 6.60 eV
- 2S+1: 2
- E_LUMO (alpha / beta): -3.37 / -7.32 eV
- Total charge: +1
- Energy relative to the best compared isomer or geometry (same formula, charge and spin): 36.4 kcal per mole
- <S²>: 0.758

---

(2)
DFT (ωB97M-V with the def2-TZVPD basis set) results for a 5-piece molecular cluster, C8H27NO5 overall at a distorted geometry.

Positions of all 41 atoms, in Å:
1 O 5.19352 -12.37400 -9.89035
2 O 6.81167 -8.02289 -4.70166
3 O 7.31614 -1.65749 -7.11540
4 O 5.19474 -3.94462 -3.44162
5 O 9.65885 -10.70220 -7.37050
6 N 6.26885 -15.77612 -10.59308
7 C 8.02091 -2.36739 -8.07158
8 C 10.56821 -11.67950 -6.85549
9 C 4.96912 -13.68904 -10.53747
10 C 11.22393 -11.37626 -5.50869
11 C 6.53351 -14.33419 -12.53284
12 C 4.02117 -11.67568 -9.41280
13 C 6.91791 -3.21564 -8.80225
14 C 6.28259 -14.38451 -11.03620
15 H 7.18480 -13.89875 -10.66454
16 H 7.95604 -1.02011 -6.79001
17 H 11.50257 -10.33142 -5.37167
18 H 9.98749 -12.59646 -6.95576
19 H 5.57370 -4.78921 -3.68509
20 H 4.24814 -13.50829 -11.33473
21 H 7.42476 -3.71336 -9.62897
22 H 12.05818 -12.03144 -5.25802
23 H 3.39079 -11.33655 -10.23480
24 H 7.22357 -15.13991 -12.78333
25 H 10.61356 -11.64531 -4.64662
26 H 7.45236 -8.29743 -5.35768
27 H 9.04200 -11.09354 -7.99334
28 H 5.63049 -14.35323 -13.14299
29 H 11.40470 -11.80282 -7.54337
30 H 6.95309 -13.37943 -12.84984
31 H 7.16653 -8.34135 -3.87165
32 H 6.97232 -16.35667 -11.02690
33 H 6.12276 -2.51466 -9.05615
34 H 6.49588 -15.79572 -9.60911
35 H 3.32123 -12.17949 -8.74619
36 H 4.42384 -14.19764 -9.74241
37 H 4.42417 -10.81447 -8.87988
38 H 8.70744 -2.96297 -7.46985
39 H 5.60998 -3.31609 -4.03217
40 H 8.53155 -1.62863 -8.68930
41 H 6.43850 -3.91449 -8.11677

Output
- E: -20458.8291 eV
- HOMO-LUMO gap: 9.90 eV
- E_LUMO: 0.46 eV
- Energy relative to the best compared isomer or geometry (same formula, charge and spin): 42.6 kcal per mole

---

(3)
DFT (ωB97M-V with the def2-TZVPD basis set) results for an isolated molecule of C7H11NS at a distorted geometry.

Positions of all 20 atoms, in Å:
1 S -3.05280 1.52629 -0.97182
2 N -0.29499 -1.49398 1.42946
3 C 0.81516 1.50771 0.57531
4 C 1.65140 -0.14313 -1.18652
5 C 0.56963 0.15444 -0.17446
6 C -0.83303 0.04026 -1.00623
7 C 0.53674 -0.91512 0.83025
8 C -0.91657 -2.24649 2.15971
9 C -1.46062 1.32929 -1.13627
10 H -0.12036 1.71456 1.08188
11 H 1.81546 -1.18389 -1.52796
12 H 1.49513 0.49639 -2.00386
13 H 1.38106 1.19315 1.47495
14 H -1.12942 -3.36365 1.93366
15 H -1.49912 -0.80775 -0.66927
16 H -0.74292 2.10938 -1.01242
17 H -1.47603 -1.94127 2.99978
18 H -0.49600 -0.30898 -2.05295
19 H 1.19140 2.22900 -0.07002
20 H 2.56587 0.10377 -0.67322

Output
- E: -19758.0474 eV
- HOMO-LUMO gap: 7.34 eV
- E_LUMO: -0.17 eV
- Energy relative to the best compared isomer or geometry (same formula, charge and spin): 105.2 kcal per mole

---

(4)
DFT (ωB97M-V with the def2-TZVPD basis set) results for C3H6O6RbS as an isolated structure at a distorted geometry.

Positions of all 17 atoms, in Å:
1 Rb 1.65000 -1.77733 2.88445
2 S -0.85827 1.96872 -1.03214
3 O -1.11950 3.07939 -0.26640
4 O -0.29430 2.15527 -2.28755
5 O 0.18005 1.04614 -0.18053
6 O 2.22359 -0.11544 1.71938
7 O -2.04384 0.91196 -1.02266
8 O 0.90828 -0.49541 1.60486
9 C 0.70698 -1.21761 0.35748
10 C -1.62447 -0.36692 -0.52371
11 C -0.11688 -0.30162 -0.56111
12 H 1.66129 -1.43387 -0.14048
13 H 2.35946 0.76433 1.32765
14 H 0.24324 -0.37829 -1.58643
15 H -2.08354 -0.61143 0.42614
16 H -1.91510 -1.09345 -1.27381
17 H 0.12301 -2.13446 0.55487

Output
- E: -26970.3276 eV
- HOMO-LUMO gap: 10.67 eV
- E_LUMO: -3.68 eV
- Total charge: +1
- Energy relative to the best compared isomer or geometry (same formula, charge and spin): 11.7 kcal per mole

---

(5)
DFT (ωB97M-V with the def2-TZVPD basis set) results for C6H11INS as an isolated structure at a distorted geometry.

Positions of all 20 atoms, in Å:
1 I -3.98458 -0.70472 -0.03588
2 S -2.17264 1.92986 -0.15079
3 N 0.12852 0.02292 -0.68887
4 C 1.14055 -0.85549 -1.27425
5 C -0.47212 2.24347 -0.02231
6 C -1.38898 -0.16636 1.54475
7 C -2.26688 0.38300 0.50621
8 C 0.42719 1.28008 -0.34911
9 C 2.12909 -1.33456 -0.21634
10 H -1.97295 -0.73766 2.26790
11 H 1.48100 1.52468 -0.32475
12 H 0.61883 -1.70859 -1.70498
13 H -0.63685 -0.85726 1.13669
14 H 2.68078 -0.50461 0.21394
15 H -0.17575 3.25530 0.17599
16 H 1.67972 -0.33862 -2.07521
17 H 2.83976 -2.01596 -0.67148
18 H -0.82688 -0.18143 -0.95669
19 H -0.84260 0.63341 2.04494
20 H 1.61479 -1.86746 0.58027

Output
- E: -26818.0590 eV
- HOMO-LUMO gap (alpha / beta): 7.07 / 7.07 eV
- E_LUMO (alpha / beta): -5.64 / -5.64 eV
- Total charge: +1
- Energy relative to the best compared isomer or geometry (same formula, charge and spin): 0.0 kcal per mole

---

- What is the formula in the fourth record?
  C3H6O6RbS

---

Please write out number 1 again, unchanged.
DFT (ωB97M-V with the def2-TZVPD basis set) results for a 2-piece molecular cluster, C5H13NO overall at a distorted geometry.

Positions of all 20 atoms, in Å:
1 O -2.16924 -2.48038 3.38848
2 N 1.79819 2.35186 -0.21053
3 C 0.60641 0.63839 -2.32064
4 C 0.70737 1.53950 0.09728
5 C -0.72913 -0.28820 -0.27011
6 C 0.27289 0.69783 -0.82708
7 C -0.16192 -1.69885 -0.53867
8 H 1.71289 0.46150 -2.55173
9 H 0.61305 1.66844 -2.82892
10 H 0.40861 1.33337 1.16305
11 H -1.61150 -0.13854 -0.92050
12 H 0.01517 -1.76185 -1.58632
13 H 1.89329 2.92972 -1.10236
14 H 2.53135 2.31199 0.43862
15 H 0.00660 -0.12996 -2.84862
16 H -1.61683 -1.82472 2.91320
17 H 0.64669 -2.07731 0.14497
18 H -2.21212 -2.25450 4.34611
19 H -0.87203 -0.04948 0.77341
20 H -0.92224 -2.42074 -0.41968

Output
- E: -8924.1732 eV
- HOMO-LUMO gap (alpha / beta): 10.55 / 6.60 eV
- 2S+1: 2
- E_LUMO (alpha / beta): -3.37 / -7.32 eV
- Total charge: +1
- Energy relative to the best compared isomer or geometry (same formula, charge and spin): 36.4 kcal per mole
- <S²>: 0.758